Record 1
This record from OMol25 describes a cluster of 3 separate species, C2H2F3NO2S in total at a distorted geometry. The level of theory is ωB97M-V/def2-TZVPD.

Atoms and positions in Å:
C (-0.69, -1.72, -1.33)
C (-1.30, 0.12, 0.09)
N (-0.91, 0.49, 1.22)
O (1.31, 1.66, -0.65)
O (2.57, -0.12, 0.52)
F (-0.56, -2.66, -0.48)
F (0.54, -1.18, -1.62)
F (-2.09, 1.03, -0.44)
S (2.48, 0.82, -0.56)
H (-0.18, 0.04, 1.67)
H (-1.16, 1.52, 1.58)

Values from the calculation:
* energy above the lowest of the compared OMol25 structures with the same formula, charge and spin: 270.0 kJ/mol
* calculated total energy: -980.27186 Ha
* Kohn-Sham gap: 0.27072 Ha
* max |F|: 5.98 eV/Å

Atomic partial charges in e from the natural (NBO) method, atoms 1 to 2: 0.5861 0.4703

=====

Record 2
This record from OMol25 describes a structure of composition C46H53Ge2InOP2S. The level of theory is ωB97M-V/def2-TZVPD.

Atoms and positions in Å:
In (-0.43, 0.55, 1.32)
C (0.16, -0.80, -4.35)
C (-1.17, -1.03, -3.62)
P (-0.77, -2.03, -2.15)
C (-1.84, -1.65, -0.75)
C (-2.67, -0.53, -0.71)
C (-3.42, -0.26, 0.44)
C (-3.33, -1.10, 1.54)
C (-2.49, -2.21, 1.51)
C (-1.75, -2.48, 0.37)
C (-0.96, -3.76, -2.57)
C (0.11, -4.41, -3.19)
C (-0.03, -5.72, -3.61)
C (-1.23, -6.39, -3.39)
C (-2.29, -5.76, -2.76)
C (-2.16, -4.44, -2.35)
C (1.07, 0.09, -3.50)
P (1.25, -0.52, -1.78)
C (2.50, -1.81, -1.72)
C (2.25, -2.97, -0.98)
C (3.23, -3.95, -0.88)
C (4.45, -3.78, -1.51)
C (4.70, -2.62, -2.25)
C (3.74, -1.64, -2.34)
C (1.98, 0.86, -0.84)
C (2.62, 0.54, 0.36)
C (3.13, 1.54, 1.18)
C (3.02, 2.88, 0.79)
C (2.39, 3.20, -0.40)
C (1.85, 2.21, -1.21)
H (-0.03, -0.32, -5.31)
H (0.64, -1.76, -4.57)
H (-1.91, -1.56, -4.23)
H (-1.60, -0.07, -3.33)
H (-2.77, 0.12, -1.57)
H (-4.09, 0.59, 0.45)
H (-3.93, -0.90, 2.42)
H (-2.43, -2.86, 2.37)
H (-1.12, -3.36, 0.34)
H (1.05, -3.90, -3.34)
H (0.79, -6.23, -4.10)
H (-1.34, -7.42, -3.72)
H (-3.22, -6.28, -2.60)
H (-3.00, -3.94, -1.87)
H (0.64, 1.09, -3.45)
H (2.06, 0.19, -3.95)
H (1.29, -3.11, -0.49)
H (3.03, -4.85, -0.31)
H (5.21, -4.55, -1.44)
H (5.66, -2.49, -2.74)
H (3.95, -0.73, -2.90)
H (2.75, -0.49, 0.65)
H (3.64, 1.28, 2.09)
H (3.44, 3.66, 1.41)
H (2.33, 4.23, -0.72)
H (1.38, 2.49, -2.14)
O (-1.15, 2.47, 0.55)
S (-1.78, 3.26, -0.62)
C (-1.11, 4.94, -0.46)
C (-2.09, 5.74, 0.38)
C (-3.47, 5.28, -0.06)
C (-3.43, 3.75, -0.02)
H (-1.03, 5.33, -1.48)
H (-0.11, 4.82, -0.05)
H (-1.95, 6.81, 0.22)
H (-1.93, 5.54, 1.44)
H (-3.69, 5.63, -1.07)
H (-4.27, 5.65, 0.59)
H (-4.19, 3.26, -0.62)
H (-3.45, 3.38, 1.00)
C (0.81, 3.20, 3.82)
Ge (-0.33, 2.16, 5.02)
C (0.13, 2.35, 6.90)
C (-2.21, 2.47, 4.63)
Ge (0.17, -0.20, 4.46)
C (1.97, -0.69, 4.02)
C (3.00, 0.03, 4.62)
C (4.33, -0.31, 4.40)
C (4.63, -1.35, 3.53)
C (3.61, -2.07, 2.91)
C (2.29, -1.75, 3.16)
C (-1.05, -1.65, 4.69)
C (-0.62, -2.98, 4.67)
C (-1.52, -4.00, 4.92)
C (-2.85, -3.70, 5.20)
C (-3.29, -2.38, 5.23)
C (-2.39, -1.36, 4.98)
H (0.82, 4.23, 4.17)
H (0.42, 3.20, 2.80)
H (1.84, 2.83, 3.81)
H (-0.13, 3.36, 7.21)
H (1.20, 2.20, 7.07)
H (-0.43, 1.65, 7.52)
H (-2.38, 3.55, 4.64)
H (-2.86, 2.03, 5.38)
H (-2.49, 2.09, 3.65)
H (2.78, 0.86, 5.29)
H (5.12, 0.24, 4.89)
H (5.66, -1.61, 3.35)
H (3.86, -2.88, 2.24)
H (1.50, -2.32, 2.67)
H (0.42, -3.22, 4.50)
H (-1.19, -5.03, 4.93)
H (-3.55, -4.50, 5.41)
H (-4.32, -2.16, 5.47)
H (-2.73, -0.33, 5.03)

Values from the calculation:
* energy above the lowest of the compared OMol25 structures with the same formula, charge and spin: 0.0 kJ/mol
* <S²>: 0.76
* spin multiplicity: 2
* net charge: +3
* calculated total energy: -7283.89276 Ha
* Kohn-Sham gap (spin up / spin down): 0.20158 / 0.25373 Ha
* max |F|: 0.14 eV/Å

Atomic partial charges in e from the Mulliken method, atoms 1 to 2: 0.8836 -0.9883

=====

Record 3
This record from OMol25 describes a structure of composition C35H53BF4N4O6V at a distorted geometry. The level of theory is ωB97M-V/def2-TZVPD.

Atoms and positions in Å:
V (0.86, 1.18, -1.25)
C (1.54, -3.99, 3.46)
C (2.87, -3.62, 2.81)
C (3.46, -4.89, 2.17)
C (3.82, -3.13, 3.92)
C (2.74, -2.53, 1.76)
C (1.55, -1.89, 1.46)
C (1.51, -0.85, 0.53)
N (0.48, -0.02, 0.27)
C (-0.80, -0.24, 0.64)
C (-1.40, -1.50, 0.53)
C (-2.71, -1.71, 0.89)
C (-3.46, -0.62, 1.35)
C (-2.94, 0.65, 1.48)
C (-1.56, 0.89, 1.18)
O (-0.96, 1.97, 1.43)
C (-3.84, 1.83, 1.82)
C (-3.80, 2.76, 0.60)
C (-3.31, 2.56, 3.07)
C (-5.30, 1.46, 2.08)
C (-3.33, -3.09, 0.70)
C (-4.79, -3.17, 1.16)
C (-3.29, -3.45, -0.80)
C (-2.52, -4.13, 1.50)
C (2.73, -0.40, -0.09)
O (2.63, 0.64, -0.83)
C (3.95, -1.05, 0.21)
C (3.91, -2.11, 1.11)
C (5.24, -0.52, -0.39)
C (5.41, 0.94, 0.07)
C (6.48, -1.31, 0.04)
C (5.14, -0.56, -1.92)
H (1.68, -4.78, 4.19)
H (1.11, -3.13, 3.97)
H (0.83, -4.34, 2.71)
H (3.60, -5.67, 2.92)
H (2.78, -5.26, 1.40)
H (4.42, -4.69, 1.70)
H (3.91, -3.87, 4.71)
H (4.81, -2.93, 3.53)
H (3.43, -2.21, 4.35)
H (0.63, -2.15, 1.98)
H (-0.81, -2.29, 0.08)
H (-4.49, -0.77, 1.59)
H (-2.79, 3.11, 0.43)
H (-4.11, 2.20, -0.28)
H (-4.46, 3.62, 0.73)
H (-2.27, 2.82, 2.91)
H (-3.89, 3.47, 3.26)
H (-3.38, 1.91, 3.94)
H (-5.74, 0.98, 1.20)
H (-5.41, 0.80, 2.94)
H (-5.88, 2.36, 2.28)
H (-5.40, -2.49, 0.57)
H (-5.17, -4.18, 1.00)
H (-4.88, -2.93, 2.21)
H (-3.71, -2.64, -1.38)
H (-2.27, -3.60, -1.14)
H (-3.86, -4.36, -0.98)
H (-2.58, -3.92, 2.56)
H (-2.92, -5.13, 1.32)
H (-1.48, -4.12, 1.20)
H (4.83, -2.62, 1.33)
H (5.44, 0.99, 1.16)
H (6.33, 1.37, -0.32)
H (4.56, 1.53, -0.28)
H (6.61, -1.27, 1.12)
H (6.41, -2.34, -0.28)
H (7.36, -0.87, -0.43)
H (4.24, -0.04, -2.25)
H (6.01, -0.09, -2.37)
H (5.09, -1.59, -2.27)
N (1.16, 2.87, -0.04)
C (1.59, 4.03, -0.81)
C (1.65, 3.71, -2.32)
O (1.87, 4.62, -3.14)
N (1.50, 2.43, -2.55)
C (1.70, 1.90, -3.87)
C (1.38, 0.38, -3.79)
O (1.71, -0.36, -4.71)
O (0.78, 0.05, -2.73)
H (0.19, 2.93, 0.30)
H (1.75, 2.70, 0.77)
H (2.61, 4.31, -0.53)
H (0.94, 4.90, -0.66)
H (2.75, 2.04, -4.20)
H (1.04, 2.37, -4.62)
F (-3.52, -1.26, -3.31)
B (-3.26, 0.01, -2.83)
F (-4.25, 0.35, -1.91)
F (-3.35, 0.91, -3.91)
F (-2.01, 0.09, -2.23)
C (-2.00, 5.11, -1.97)
N (-2.04, 4.01, -2.89)
C (-2.67, 4.25, -4.16)
C (-1.46, 2.82, -2.59)
O (-0.99, 2.57, -1.50)
H (-3.01, 5.48, -1.76)
H (-1.40, 5.93, -2.38)
H (-1.54, 4.75, -1.05)
H (-3.65, 4.72, -4.00)
H (-2.82, 3.31, -4.68)
H (-2.06, 4.92, -4.78)
H (-1.46, 2.11, -3.42)

Values from the calculation:
* energy above the lowest of the compared OMol25 structures with the same formula, charge and spin: 164.3 kJ/mol
* <S²>: 3.78
* spin multiplicity: 4
* net charge: -2
* calculated total energy: -3404.76201 Ha
* Kohn-Sham gap (spin up / spin down): 0.20829 / 0.19875 Ha
* max |F|: 2.51 eV/Å

Atomic partial charges in e from the Mulliken method, atoms 1 to 2: -0.4350 -2.1069

=====

Record 4
This record from OMol25 describes a structure of composition C22H20HgN6O6S2 at a distorted geometry. The level of theory is ωB97M-V/def2-TZVPD.

Atoms and positions in Å:
Hg (0.61, -1.71, 0.38)
C (-6.24, -0.66, -3.56)
C (-4.97, -0.11, -2.85)
C (-4.83, -0.24, -1.49)
C (-3.79, 0.34, -0.81)
C (-2.94, 1.23, -1.50)
C (-3.11, 1.46, -2.87)
C (-4.13, 0.75, -3.52)
S (-1.46, 1.64, -0.59)
O (-0.87, 2.82, -1.19)
O (-1.86, 1.68, 0.80)
N (-0.62, 0.31, -0.79)
C (-0.82, -0.90, -2.77)
C (-0.12, -1.24, -4.06)
C (0.79, -2.21, -4.39)
C (1.54, -3.13, -3.58)
C (1.45, -3.08, -2.21)
N (0.62, -2.36, -1.56)
H (-7.00, 0.17, -3.67)
H (-6.75, -1.34, -2.88)
H (-5.98, -1.09, -4.52)
H (-5.56, -0.83, -1.00)
H (-3.53, 0.16, 0.24)
H (-2.29, 2.05, -3.34)
H (-4.40, 0.94, -4.51)
H (-0.47, -0.51, -4.78)
H (1.05, -2.27, -5.45)
H (2.27, -3.67, -4.08)
H (2.30, -3.63, -1.75)
N (6.20, 2.73, 2.06)
C (5.29, 1.69, 2.29)
C (3.93, 1.80, 1.85)
C (3.07, 0.74, 1.99)
C (3.49, -0.41, 2.70)
C (4.79, -0.49, 3.21)
C (5.69, 0.53, 3.00)
S (2.40, -1.74, 2.94)
O (2.36, -1.93, 4.39)
O (2.85, -2.90, 2.12)
N (0.88, -1.34, 2.43)
C (0.13, -0.31, 2.98)
N (-1.18, -0.47, 2.92)
C (-1.92, 0.43, 3.48)
C (-1.40, 1.58, 4.09)
C (-0.02, 1.72, 4.03)
N (0.70, 0.82, 3.44)
H (5.86, 3.65, 2.10)
H (7.01, 2.72, 2.67)
H (3.61, 2.73, 1.36)
H (2.11, 0.83, 1.50)
H (5.28, -1.32, 3.63)
H (6.76, 0.44, 3.24)
H (-3.03, 0.23, 3.56)
H (-2.05, 2.29, 4.54)
H (0.47, 2.56, 4.45)
O (-1.87, -1.44, -2.43)
O (-0.30, 0.28, -2.22)

Values from the calculation:
* energy above the lowest of the compared OMol25 structures with the same formula, charge and spin: 87.5 kJ/mol
* <S²>: 0.80
* spin multiplicity: 2
* net charge: -1
* calculated total energy: -2579.99520 Ha
* Kohn-Sham gap (spin up / spin down): 0.29004 / 0.24164 Ha
* max |F|: 3.97 eV/Å

Atomic partial charges in e from the natural (NBO) method, atoms 1 to 2: 1.4186 -0.6250

=====

Record 5
This record from OMol25 describes a cluster of 6 separate species, H13NO5 in total at a distorted geometry. The level of theory is ωB97M-V/def2-TZVPD.

Atoms and positions in Å:
N (-0.55, 2.18, -0.15)
H (-1.55, 1.91, -0.27)
H (-0.51, 2.28, 0.84)
H (-0.38, 3.04, -0.49)
O (-1.15, -1.13, 1.22)
H (-0.57, -0.51, 1.46)
H (-1.43, -0.58, 0.36)
O (-0.06, 0.31, -3.13)
H (-0.67, 0.35, -2.40)
H (0.40, 1.14, -2.78)
O (2.32, 0.27, 1.03)
H (2.26, -0.21, 1.86)
H (3.10, 0.78, 1.05)
O (1.04, -1.91, 2.35)
H (0.37, -2.34, 1.80)
H (1.47, -1.18, 1.90)
O (-1.61, -1.08, -1.59)
H (-0.61, -1.25, -1.49)
H (-1.85, -2.07, -1.57)

Values from the calculation:
* SMILES: N.O.O.O.O.O
* energy above the lowest of the compared OMol25 structures with the same formula, charge and spin: 288.0 kJ/mol
* calculated total energy: -438.67261 Ha
* Kohn-Sham gap: 0.41519 Ha
* max |F|: 6.44 eV/Å

Atomic partial charges in e from the natural (NBO) method, atoms 1 to 2: -1.0682 0.3590

=====

Record 6
This record from OMol25 describes a structure of composition C10H5HgNO5 at a distorted geometry. The level of theory is ωB97M-V/def2-TZVPD.

Atoms and positions in Å:
O (0.00, 0.00, -5.38)
C (0.00, 0.00, -4.24)
Hg (0.00, 0.00, -2.07)
O (-1.98, -3.23, -1.19)
C (-1.41, -2.32, -1.54)
C (1.41, 2.32, -1.55)
O (1.98, 3.23, -1.19)
C (-2.25, 1.46, -1.36)
O (-3.29, 1.88, -1.17)
C (2.25, -1.46, -1.36)
O (3.29, -1.88, -1.17)
C (0.00, 0.00, 3.22)
C (-0.08, 1.19, 2.51)
C (-0.11, 1.14, 1.12)
N (0.00, 0.00, 0.42)
C (0.12, -1.14, 1.12)
C (0.08, -1.19, 2.51)
H (0.00, 0.00, 4.31)
H (-0.17, 2.15, 2.98)
H (-0.19, 2.05, 0.53)
H (0.19, -2.05, 0.53)
H (0.17, -2.15, 2.98)

Values from the calculation:
* net charge: +2
* calculated total energy: -967.75043 Ha
* Kohn-Sham gap: 0.30215 Ha
* max |F|: 4.63 eV/Å

Atomic partial charges in e from the natural (NBO) method, atoms 1 to 2: -0.2486 0.4368